A | 2 unconnected molecules or ions with the total composition C5H14O. Source: OMol25; level of theory: the ωB97M-V functional and the def2-TZVPD basis.

## Properties
Kohn-Sham gap: 0.4223 Eh
LUMO level: 1.01 eV
Highest occupied orbital energy: -10.49 eV
SMILES: CCC.CCO
Net charge: 0

Each line ends with the Mulliken charge.
Geometry (Å):
C  -0.8678  1.0192  -1.4150  -0.0377
C  0.4104  1.1131  -0.5813  -0.9864
C  -1.7355  2.2370  -1.4678  -1.3132
H  -0.7530  0.7099  -2.4710  0.2751
H  -1.3542  0.0922  -1.0963  0.1661
H  0.9890  2.0042  -0.8193  0.4307
H  1.0723  0.3096  -0.9347  0.3128
H  -2.0304  2.7548  -0.5353  0.3260
H  -1.1814  3.1068  -1.8785  0.3021
H  0.2423  0.8464  0.4526  0.1705
H  -2.6578  2.1755  -2.0308  0.3570
C  0.8832  -2.4096  1.0929  -0.2695
C  1.2514  -1.3059  2.0284  -0.7501
O  -0.3728  -2.2107  0.4896  -0.4859
H  1.7207  -2.7066  0.4479  0.2523
H  0.6768  -3.2941  1.7013  0.2842
H  1.0463  -0.3128  1.6606  0.1130
H  -0.4585  -1.4667  -0.1008  0.2601
H  2.2853  -1.2577  2.4071  0.3344
H  0.8338  -1.4049  3.0504  0.2588



B | 2 unconnected molecules or ions with the total composition C5H14O. Source: OMol25; level of theory: the ωB97M-V functional and the def2-TZVPD basis.

## Properties
Kohn-Sham gap: 0.4135 Eh
LUMO level: 0.96 eV
Highest occupied orbital energy: -10.29 eV
SMILES: CC(C)O.CC
Net charge: 0

Each line ends with the Mulliken charge.
Geometry (Å):
C  0.2614  -2.3251  1.2484  -0.7430
C  -0.9969  -2.2088  2.0904  -0.8624
H  1.1670  -1.9148  1.6990  0.2365
H  0.5315  -3.3902  1.1944  0.3385
H  0.1741  -2.0313  0.2138  0.1838
H  -1.8894  -2.5012  1.5420  0.2707
H  -1.1375  -1.1740  2.4123  0.2506
H  -0.9283  -2.7834  3.0125  0.3464
C  0.5140  0.9704  -0.8559  0.4457
C  0.3809  1.8500  0.3874  -1.1889
C  -0.7607  0.1748  -1.1519  -1.0940
O  0.6453  1.8514  -1.9984  -0.5531
H  1.3668  0.2973  -0.8313  0.3129
H  0.6916  1.3572  1.3067  0.2983
H  -1.6370  0.6795  -0.7545  0.2269
H  -0.8081  0.0444  -2.2341  0.3524
H  -0.7526  -0.8575  -0.8213  0.1958
H  1.5817  2.0369  -2.1012  0.3154
H  -0.6027  2.3124  0.3975  0.3297
H  1.0884  2.6647  0.2162  0.3378



C | 2 unconnected molecules or ions with the total composition C5H14O. Source: OMol25; level of theory: the ωB97M-V functional and the def2-TZVPD basis.

## Properties
Kohn-Sham gap: 0.4081 Eh
LUMO level: 1.02 eV
Highest occupied orbital energy: -10.08 eV
SMILES: CC(C)O.CC
Net charge: 0

Each line ends with the Mulliken charge.
Geometry (Å):
C  -2.3544  0.6191  -0.6113  -0.5489
C  -2.4172  0.6180  -2.1521  -1.0023
H  -1.4373  1.0087  -0.1861  0.0618
H  -3.0605  1.3869  -0.2637  0.2994
H  -2.7535  -0.3219  -0.2773  0.2947
H  -2.3865  1.6026  -2.6052  0.2896
H  -3.2842  0.1078  -2.5657  0.3278
H  -1.6319  0.0182  -2.6241  0.2926
C  1.5808  -0.7139  0.4665  0.6126
C  2.9265  -0.7376  1.1914  -1.1533
C  0.4167  -0.3769  1.4169  -1.3850
O  1.5900  0.3767  -0.4552  -0.6055
H  1.4461  -1.6198  -0.1371  0.3044
H  3.3166  -1.7756  1.2584  0.2910
H  0.3428  0.6813  1.6231  0.4246
H  -0.5597  -0.6664  1.0900  0.2308
H  0.5386  -0.9822  2.3730  0.3473
H  1.2805  1.2273  -0.1568  0.3025
H  2.7933  -0.1624  2.1190  0.3082
H  3.6533  -0.2899  0.4963  0.3076



It is B that is the most stable of them.